No. 1
Here is a gas-phase ion, C8H14N3O (charge +1) from the Open Molecules 2025 dataset. Energies are from ωB97M-V/def2-TZVPD.

CARTESIAN COORDINATES (ANGSTROEM)
1 C 2.273 -0.519 -0.754
2 C 0.848 1.167 1.390
3 C 2.296 1.526 0.794
4 C -1.486 -1.198 -0.521
5 C -0.150 -1.239 0.202
6 C 0.287 0.160 0.509
7 C 0.227 -2.560 0.833
8 C -1.693 0.973 -1.765
9 N 2.776 0.679 -0.276
10 N 0.861 -0.439 -0.453
11 N -1.757 0.278 -0.484
12 O 2.785 -1.452 -1.376
13 H 0.876 0.648 2.386
14 H 0.384 2.045 1.563
15 H 2.243 2.514 0.344
16 H 3.155 1.716 1.482
17 H -1.412 -1.517 -1.580
18 H -2.206 -1.823 -0.018
19 H 1.223 -2.628 1.371
20 H 0.049 -3.281 0.106
21 H -0.536 -2.825 1.543
22 H -0.709 0.757 -2.252
23 H -2.453 0.546 -2.436
24 H -1.954 2.033 -1.564
25 H 3.742 0.707 -0.626
26 H -2.459 0.599 0.199

Calculated values
E_HOMO in Ha: -0.4906
Energy above the lowest of the compared OMol25 structures with the same formula, charge and spin in kJ/mol: 290.2
Gap between HOMO and LUMO in Eh: 0.3371
Charge: +1
LUMO energy in eV: -4.18
E_tot in eV: -15031.2820

=====

No. 2
Here is a gas-phase ion, C8H14N3O (charge +1) from the Open Molecules 2025 dataset. Energies are from ωB97M-V/def2-TZVPD.

CARTESIAN COORDINATES (ANGSTROEM)
1 C -1.513 -0.803 -0.442
2 C -0.145 -0.007 -0.573
3 C -1.561 1.056 0.923
4 C -2.102 1.774 1.909
5 C 1.010 -0.914 -0.221
6 C 1.804 -0.700 1.024
7 C 0.568 2.199 0.610
8 C 0.507 -2.313 -2.116
9 N -2.242 -0.110 0.392
10 N -0.320 1.124 0.377
11 N 1.223 -1.965 -0.935
12 O 0.052 0.558 -1.842
13 H -1.542 2.649 2.382
14 H -3.015 1.593 2.239
15 H 1.377 0.106 1.593
16 H 2.812 -0.464 0.644
17 H 1.696 -1.606 1.784
18 H 0.244 2.984 -0.149
19 H 0.465 2.675 1.589
20 H 1.649 1.822 0.498
21 H 0.218 -3.367 -2.031
22 H -0.383 -1.785 -2.327
23 H 1.081 -2.557 -2.935
24 H -3.187 -0.246 0.720
25 H -0.651 0.848 -2.441
26 H 1.953 -2.551 -0.671

Calculated values
E_HOMO in Ha: -0.4339
Energy above the lowest of the compared OMol25 structures with the same formula, charge and spin in kJ/mol: 378.6
Gap between HOMO and LUMO in Eh: 0.2688
Charge: +1
LUMO energy in eV: -4.49
E_tot in eV: -15030.3656

=====

No. 3
Here is a gas-phase ion, C8H14N3O3 (charge +1) from the Open Molecules 2025 dataset. Energies are from ωB97M-V/def2-TZVPD.

CARTESIAN COORDINATES (ANGSTROEM)
1 C 0.417 -0.224 1.415
2 C 1.761 0.670 -0.333
3 C -1.017 -1.589 -0.243
4 C -1.288 0.739 -1.145
5 C -2.019 -0.378 -0.476
6 C 0.631 0.823 0.353
7 C -3.512 -0.158 1.284
8 C 3.993 -0.356 -0.356
9 N -0.303 -1.392 0.966
10 N -2.414 0.180 0.758
11 N -0.475 1.588 -0.104
12 O 0.841 -0.119 2.540
13 O 2.001 1.590 -1.349
14 O 2.644 -0.277 0.078
15 H -1.694 -2.460 -0.047
16 H -0.445 -1.862 -1.141
17 H -0.547 0.390 -1.900
18 H -2.028 1.409 -1.607
19 H -2.796 -0.648 -1.173
20 H -3.680 0.379 2.240
21 H 2.968 1.770 -1.527
22 H -4.175 -1.029 1.027
23 H 4.035 -0.314 -1.448
24 H 4.309 -1.318 0.011
25 H 4.673 0.344 0.027
26 H -0.444 -1.921 1.740
27 H -0.222 2.571 -0.302
28 H -1.215 1.591 0.714

Calculated values
E_HOMO in Ha: -0.4678
Energy above the lowest of the compared OMol25 structures with the same formula, charge and spin in kJ/mol: 292.1
Gap between HOMO and LUMO in Eh: 0.3654
Charge: +1
LUMO energy in eV: -2.79
E_tot in eV: -19126.8319

=====

No. 4
Here is a molecular structure, C8H14N3OS2 from the Open Molecules 2025 dataset. Energies are from ωB97M-V/def2-TZVPD.

CARTESIAN COORDINATES (ANGSTROEM)
1 C 0.128 2.609 2.157
2 C -0.367 3.371 0.085
3 C -0.904 -1.796 0.235
4 C 0.832 -0.056 0.901
5 C -1.814 -0.908 -0.612
6 C -0.056 1.031 0.204
7 C -0.475 3.330 -1.396
8 C 1.541 -2.242 0.234
9 N -0.105 3.896 2.423
10 N -0.031 2.274 0.800
11 N 0.463 -1.290 0.127
12 O -2.626 1.640 0.154
13 S -0.610 4.678 1.142
14 S -1.787 0.487 0.546
15 H 0.716 2.045 2.856
16 H -1.200 -1.857 1.379
17 H -0.900 -2.833 -0.269
18 H 1.863 -0.071 0.838
19 H 0.421 -0.006 1.950
20 H -1.379 -0.844 -1.626
21 H -2.803 -1.377 -0.719
22 H 0.274 1.218 -1.129
23 H 0.535 3.179 -1.828
24 H -1.224 2.511 -1.724
25 H -0.757 4.328 -1.703
26 H 1.193 -3.157 0.565
27 H 2.030 -2.376 -0.766
28 H 2.303 -1.975 0.904

Calculated values
E_HOMO in Ha: -0.4482
Energy above the lowest of the compared OMol25 structures with the same formula, charge and spin in kJ/mol: 222.8
Gap between HOMO and LUMO in Eh: 0.2951
Charge: +1
LUMO energy in eV: -4.17
E_tot in eV: -36700.9810

=====

No. 5
Here is a gas-phase ion, C8H14N3Si (charge +1) from the Open Molecules 2025 dataset. Energies are from ωB97M-V/def2-TZVPD.

CARTESIAN COORDINATES (ANGSTROEM)
1 C 4.245 -0.111 -0.149
2 C 3.328 -0.933 -0.775
3 C 3.547 0.950 0.420
4 C 1.023 1.121 0.660
5 C 0.048 0.085 0.164
6 C -2.406 -0.944 -1.437
7 C -2.409 1.893 0.175
8 C -2.313 -1.194 1.616
9 N 2.124 -0.502 -0.381
10 N 2.228 0.585 0.320
11 N 0.823 -0.799 -0.563
12 Si -1.886 0.056 0.096
13 H 5.235 -0.030 -0.362
14 H 3.443 -1.707 -1.584
15 H 3.918 1.862 0.872
16 H 0.934 2.177 0.992
17 H -2.092 -1.958 -1.414
18 H -3.547 -1.056 -1.568
19 H -2.018 -0.670 -2.334
20 H -3.006 2.257 0.999
21 H -1.551 2.628 -0.045
22 H -3.029 1.855 -0.642
23 H -1.908 -0.717 2.514
24 H -3.382 -1.079 1.925
25 H -1.847 -2.120 1.358
26 H 0.497 -1.648 -0.857

Calculated values
E_HOMO in Ha: -0.4426
Energy above the lowest of the compared OMol25 structures with the same formula, charge and spin in kJ/mol: 0.0
Gap between HOMO and LUMO in Eh: 0.3276
Charge: +1
LUMO energy in eV: -3.13
E_tot in eV: -20861.5118

=====

No. 6
Here is a single C8H14N4S2 molecule from the Open Molecules 2025 dataset. Energies are from ωB97M-V/def2-TZVPD.

CARTESIAN COORDINATES (ANGSTROEM)
1 C 0.050 -0.222 -1.769
2 C -0.776 0.074 1.507
3 C -0.368 1.695 -0.493
4 C 0.403 -1.722 0.457
5 C -1.627 2.619 -0.187
6 C 0.930 2.615 -0.474
7 C 1.706 -2.033 1.227
8 C -0.038 -2.970 -0.287
9 N -0.446 0.997 -1.772
10 N -0.577 -1.253 1.476
11 N -0.204 0.622 0.451
12 N 0.548 -0.374 -0.215
13 S 0.370 -1.192 -3.007
14 S -1.707 0.841 2.631
15 H -2.002 3.087 -1.094
16 H -1.359 3.446 0.568
17 H -2.322 1.925 0.056
18 H 1.804 1.901 -0.445
19 H 0.914 3.181 0.469
20 H 0.959 3.456 -1.268
21 H 2.482 -1.883 0.508
22 H 1.676 -3.069 1.609
23 H 1.924 -1.309 1.946
24 H -0.890 -3.020 -0.964
25 H -0.380 -3.707 0.497
26 H 0.802 -3.319 -1.035
27 H -0.842 1.453 -2.606
28 H -1.031 -1.841 2.214

Calculated values
E_HOMO in Ha: -0.2982
Energy above the lowest of the compared OMol25 structures with the same formula, charge and spin in kJ/mol: 135.3
Gap between HOMO and LUMO in Eh: 0.3188
LUMO energy in eV: 0.56
E_tot in eV: -36152.0113

=====

No. 7
Here is 2 unconnected molecules or ions with the total composition C8H14N5 from the Open Molecules 2025 dataset. Energies are from ωB97M-V/def2-TZVPD.

CARTESIAN COORDINATES (ANGSTROEM)
1 C 0.058 -2.447 0.105
2 C -0.111 0.218 -0.196
3 C 1.152 -0.393 -0.206
4 C -1.180 -0.667 -0.253
5 C -1.969 1.435 -0.634
6 C 2.548 1.593 -0.303
7 C 3.528 -0.523 0.441
8 C -3.818 -0.856 0.812
9 N 1.145 -1.741 -0.001
10 N -1.162 -1.956 -0.045
11 N -0.575 1.488 -0.370
12 N 2.433 0.182 -0.111
13 N -2.349 0.017 -0.450
14 H 0.036 -3.424 0.424
15 H -2.537 2.130 0.074
16 H -2.169 1.785 -1.670
17 H 3.508 1.971 -0.760
18 H 1.838 2.030 -0.973
19 H 2.514 2.152 0.575
20 H 4.367 -0.947 -0.256
21 H 4.128 0.064 1.169
22 H 3.276 -1.298 1.040
23 H -3.782 -1.908 0.590
24 H -3.279 -0.603 1.759
25 H -4.461 -0.135 0.505
26 H -0.121 2.256 -0.059
27 H -3.020 -0.425 -1.207

Calculated values
E_HOMO (alpha / beta) in Ha: -0.3637 / -0.4714
Energy above the lowest of the compared OMol25 structures with the same formula, charge and spin in kJ/mol: 278.6
2S+1: 3
Gap between HOMO and LUMO (alpha / beta) in Eh: 0.2516 / 0.2295
Charge: +1
LUMO energy (alpha / beta) in eV: -3.05 / -6.58
E_tot in eV: -15961.8850

=====

No. 8
Here is 2 unconnected molecules or ions with the total composition C8H14N6 from the Open Molecules 2025 dataset. Energies are from ωB97M-V/def2-TZVPD.

CARTESIAN COORDINATES (ANGSTROEM)
1 C -1.530 0.775 -2.011
2 C 0.395 1.741 -2.530
3 C 1.709 2.055 -1.985
4 C 1.551 1.582 -0.571
5 C 0.586 -3.010 1.169
6 C -2.493 -0.549 2.062
7 C -0.040 -1.769 0.529
8 C -1.072 -0.186 2.022
9 N -1.510 1.201 -3.275
10 N -0.381 1.744 -3.578
11 N -0.319 1.151 -1.478
12 N 0.350 1.113 -0.336
13 N 2.465 1.733 0.415
14 N -0.033 -0.596 1.477
15 H -2.299 0.225 -1.522
16 H 2.421 1.392 -2.577
17 H 0.951 -3.694 0.411
18 H 1.521 -2.629 1.683
19 H -0.073 -3.637 1.823
20 H -3.153 0.361 2.024
21 H -2.753 -1.281 1.282
22 H -2.529 -1.091 2.964
23 H 0.580 -1.503 -0.368
24 H -1.091 -2.187 0.283
25 H 2.049 3.081 -2.132
26 H -0.831 0.618 2.722
27 H 3.227 2.262 0.225
28 H 2.300 1.097 1.270

Calculated values
E_HOMO in Ha: -0.3120
Energy above the lowest of the compared OMol25 structures with the same formula, charge and spin in kJ/mol: 0.0
Gap between HOMO and LUMO in Eh: 0.3348
LUMO energy in eV: 0.62
E_tot in eV: -17460.0740

=====

No. 9
Here is 2 unconnected molecules or ions with the total composition C8H14NO from the Open Molecules 2025 dataset. Energies are from ωB97M-V/def2-TZVPD.

CARTESIAN COORDINATES (ANGSTROEM)
1 C 1.327 -2.758 0.999
2 C -0.748 -1.626 0.219
3 N 0.742 -1.604 0.258
4 H 2.429 -2.704 1.004
5 H 1.024 -3.706 0.524
6 H 0.970 -2.757 2.043
7 H -1.100 -2.547 -0.275
8 H -1.154 -1.598 1.244
9 H -1.139 -0.757 -0.337
10 H 1.057 -0.718 0.707
11 H 1.107 -1.608 -0.718
12 O 1.258 0.783 1.241
13 C -1.324 2.297 -1.654
14 C -0.142 1.644 -2.008
15 C -1.647 2.447 -0.307
16 C 0.711 1.143 -1.027
17 C -0.799 1.949 0.681
18 C 0.381 1.296 0.320
19 H 0.901 0.962 2.145
20 H -1.993 2.691 -2.431
21 H 0.123 1.520 -3.066
22 H -2.573 2.959 -0.014
23 H 1.644 0.626 -1.290
24 H -1.055 2.067 1.742

Calculated values
E_HOMO in Ha: -0.4636
Energy above the lowest of the compared OMol25 structures with the same formula, charge and spin in kJ/mol: 4.1
Gap between HOMO and LUMO in Eh: 0.3556
Charge: +1
LUMO energy in eV: -2.94
E_tot in eV: -12054.2437